[1]
{
  "formula": "C38H63BrCl40INO2PS2",
  "method": "ωB97M-V/def2-TZVPD",
  "e_tot_ev": -656011.5231,
  "charge": -1,
  "fmax_ev_per_a": 3.5,
  "elements": ["Cl", "Cl", "Cl", "C", "H", "Br", "H", "C", "C", "H", "H", "H", "H", "C", "H", "H", "S", "C", "H", "Cl", "C", "H", "H", "C", "H", "C", "H", "H", "H", "Cl", "Cl", "C", "Cl", "C", "C", "H", "Cl", "Cl", "H", "H", "H", "C", "H", "Cl", "H", "H", "H", "H", "Cl", "C", "Cl", "C", "H", "Cl", "Cl", "Cl", "H", "H", "Cl", "H", "C", "C", "H", "H", "C", "H", "Cl", "H", "H", "H", "H", "C", "H", "Cl", "C", "Cl", "C", "C", "H", "O", "Cl", "H", "C", "Cl", "C", "Cl", "Cl", "H", "H", "Cl", "H", "C", "H", "Cl", "H", "H", "C", "C", "C", "C", "S", "H", "I", "H", "C", "Cl", "Cl", "Cl", "Cl", "Cl", "Cl", "Cl", "C", "H", "C", "C", "H", "C", "H", "N", "C", "H", "H", "H", "C", "H", "Cl", "H", "P", "Cl", "Cl", "Cl", "Cl", "H", "H", "C", "H", "Cl", "H", "H", "Cl", "C", "H", "Cl", "H", "H", "C", "H", "O"],
  "positions_angstrom": [[-13.698, -1.579, 0.020], [-10.032, -8.010, -5.394], [1.924, -1.441, -5.977], [-2.667, 1.936, 3.023], [-4.909, -1.268, 2.272], [-1.761, -6.576, 0.204], [-3.182, -0.623, -0.930], [0.344, -4.001, 2.045], [12.875, 6.460, -8.450], [-10.226, -7.668, -3.089], [-9.962, 0.708, -1.952], [-5.384, 4.119, 0.654], [-3.396, 1.639, 3.768], [0.219, -5.002, -6.103], [-4.979, -2.925, 1.619], [-5.234, 2.977, -1.339], [2.531, -0.731, -0.321], [-5.154, -2.840, 3.777], [1.242, -3.171, 0.306], [-2.361, -2.678, 1.753], [-0.224, -3.608, 3.426], [5.776, -1.331, 0.723], [15.598, 5.062, -2.855], [-4.887, 3.356, 1.248], [-5.381, 3.343, 2.218], [-3.418, 3.765, 1.423], [4.698, 2.092, -0.436], [3.331, 1.425, 1.203], [-4.057, -3.971, 5.158], [8.595, -2.017, 0.087], [7.013, -4.439, -0.153], [-1.085, 0.001, 3.399], [-8.080, -6.122, -0.909], [-1.268, 1.528, 3.453], [8.278, -3.618, 0.757], [5.298, 0.467, -0.497], [9.756, -4.584, 0.798], [0.725, -5.780, -7.609], [-4.359, -4.767, 3.702], [-1.850, -4.338, 5.017], [-5.453, 1.248, -1.386], [-2.194, -5.488, 2.976], [0.788, -4.090, -5.991], [-12.326, -3.795, 1.305], [-1.203, -5.927, 2.904], [-2.764, 3.333, 0.672], [-2.505, 0.017, 4.909], [2.067, 0.550, -4.752], [10.184, 2.830, -4.534], [10.030, 4.536, -4.967], [8.010, 3.548, -1.722], [-7.380, -5.101, 0.355], [-2.751, -2.187, 5.566], [10.467, 5.578, -3.607], [14.380, 5.561, -8.638], [-8.580, 5.377, -0.235], [7.932, -3.492, 1.774], [-6.139, 1.746, 0.682], [-10.031, -5.500, -3.933], [10.714, 4.732, -5.777], [-2.283, -0.677, 4.087], [-7.918, 5.946, -1.770], [-0.152, -0.296, 3.869], [7.283, -1.255, 2.796], [-4.841, 2.041, -0.956], [-3.355, 4.849, 1.293], [7.958, 7.928, -2.104], [-2.903, 1.431, 2.091], [-0.320, -4.541, 1.382], [0.289, -1.970, 1.232], [-3.400, 1.098, -2.246], [14.713, 5.653, -3.045], [-6.414, -2.135, 2.222], [-8.461, -5.007, 1.749], [-2.862, -5.673, 1.666], [0.916, -0.888, -3.313], [-10.615, -7.160, -3.961], [3.139, -1.061, 1.168], [-8.611, 6.665, -2.184], [-4.021, -5.423, 1.347], [13.753, 5.697, -1.563], [5.211, -2.123, 2.168], [9.176, 2.636, -0.771], [8.397, 4.895, -5.528], [-2.414, -0.118, -0.351], [-1.491, -4.578, -6.164], [-7.024, -3.495, -0.262], [6.910, 0.375, 2.161], [1.186, -4.680, 2.216], [8.867, 0.904, -0.894], [4.708, 1.575, 2.242], [5.190, 1.324, 0.154], [-3.179, -0.618, 3.483], [13.811, 4.893, -4.353], [-3.628, 3.787, 3.525], [-2.704, -6.164, 3.660], [4.317, 1.025, 1.389], [6.506, -0.516, 2.629], [-5.345, -2.256, 2.387], [0.956, -2.821, 1.292], [2.506, -2.388, 2.116], [-0.530, 2.040, 2.839], [-5.613, -1.298, 5.266], [-2.962, 2.718, -1.792], [-4.011, -3.809, 4.081], [-6.370, 6.754, -1.523], [-7.650, 0.440, -2.218], [10.678, 7.822, -1.089], [12.382, 6.497, -6.756], [-7.759, 4.624, -2.927], [11.601, 5.771, -9.456], [-9.080, 2.219, -0.410], [-2.040, -2.019, 4.757], [10.163, 2.833, -1.170], [2.157, -0.496, -4.496], [-5.087, 2.008, 0.553], [13.047, 7.478, -8.771], [-9.120, 0.684, -1.275], [8.800, 8.819, -0.115], [4.185, -0.382, 1.793], [-3.381, 1.790, -1.404], [-1.120, -0.246, 2.338], [0.240, -4.261, 4.166], [-4.535, 1.217, 1.047], [-12.524, -2.044, 1.255], [-1.972, 4.027, 3.048], [9.463, 10.382, -1.723], [-6.447, -5.549, 0.677], [-2.112, -3.666, 3.757], [-12.994, -1.417, 2.834], [0.560, -6.036, -4.719], [-12.379, -7.210, -3.881], [15.224, 7.279, -3.504], [-6.052, -3.429, 3.919], [-2.480, -0.428, 0.686], [5.436, -1.147, 1.743], [6.161, 1.709, 0.451], [-9.342, -0.672, -0.161], [-1.118, 1.827, 4.495], [6.044, -0.292, 3.583], [9.151, 3.153, 0.918], [9.174, 8.746, -1.127], [-1.101, -1.946, 5.309], [3.770, -0.767, -3.839], [-1.416, -0.384, -0.698], [-11.573, -1.607, 0.987], [-2.869, 3.454, 2.817], [0.200, -2.629, 3.626], [-2.548, 1.301, -0.388]],
  "mulliken_charge": [-0.138, -0.131, -0.159, 1.270, -0.360, -0.343, 0.476, -0.233, -0.006, 0.218, 0.400, 0.193, 0.244, 0.544, 0.046, 0.340, 0.024, -0.831, 0.846, -0.395, -1.062, 0.174, 0.341, -0.799, 0.505, -0.369, 0.312, 0.539, 0.524, -0.063, -0.111, 0.400, -0.105, -1.761, 0.116, 0.296, -0.150, -0.145, 0.567, -0.311, -0.549, -1.302, -0.164, -0.114, 0.658, 0.153, 0.884, 0.308, -0.103, 0.222, -0.109, 0.307, 0.719, 0.070, -0.124, -0.118, 0.180, 0.397, -0.094, -0.019, 0.476, -0.067, 0.459, 0.396, 0.470, 0.435, -0.097, -0.829, -0.444, -0.316, 0.540, -0.030, 0.424, -0.147, 0.247, -0.032, 0.137, -0.212, 0.370, -0.449, -0.106, 0.548, -0.077, -0.126, 0.130, -0.116, -0.084, 0.186, 0.380, -0.058, 0.419, -0.553, -0.774, -0.062, 0.405, 0.654, -1.107, -1.327, -0.196, -0.134, -0.294, 0.426, -0.089, 0.287, -1.341, -0.118, -0.129, -0.084, -0.051, -0.103, -0.125, -0.058, -2.260, 0.356, -0.062, 0.992, 0.303, -0.187, 0.301, 0.136, -0.997, -0.236, 0.348, -1.065, 0.666, 0.410, -0.130, 0.045, 1.393, -0.130, -0.105, -0.130, -0.137, 0.861, -0.682, -0.183, 0.080, -0.085, 0.390, 0.366, -0.149, -0.018, 0.661, -0.099, 0.018, -0.261, -1.375, 0.391, -0.187]
}



[2]
{
  "formula": "C5H14O2",
  "method": "ωB97M-V/def2-TZVPD",
  "e_tot_ev": -9505.0425,
  "fmax_ev_per_a": 6.1,
  "elements": ["H", "H", "C", "H", "H", "H", "H", "H", "H", "H", "O", "H", "O", "H", "C", "H", "C", "C", "C", "H", "H"],
  "positions_angstrom": [[-1.637, -0.307, -1.888], [1.517, 7.119, 1.078], [-0.890, -1.423, 1.692], [-0.228, -2.561, -2.448], [1.641, 5.846, 0.465], [0.472, -2.092, -0.798], [-1.812, -0.805, 1.775], [-2.074, -1.503, -0.743], [1.476, -2.207, 1.382], [0.696, -0.453, -1.479], [-1.093, -2.000, -2.641], [-0.510, -1.554, 2.798], [0.979, 6.400, 0.832], [2.587, -0.730, 0.943], [1.665, -1.098, 1.255], [1.721, -0.983, 2.393], [0.057, -1.060, -0.775], [0.207, -0.691, 0.794], [-1.341, -1.209, -1.491], [0.018, 0.392, 0.905], [-1.141, -2.481, 1.241]],
  "nbo_charge": [0.171, 0.459, -0.633, 0.464, 0.460, 0.172, 0.221, 0.159, 0.210, 0.214, -0.714, 0.217, -0.919, 0.226, -0.635, 0.206, -0.418, -0.208, -0.060, 0.198, 0.209]
}



[3]
{
  "formula": "C3H7FIN2",
  "method": "ωB97M-V/def2-TZVPD",
  "e_tot_ev": -17012.8319,
  "charge": 1,
  "fmax_ev_per_a": 5.8,
  "elements": ["C", "N", "H", "C", "N", "C", "F", "H", "H", "H", "H", "H", "I", "H"],
  "positions_angstrom": [[-0.129, -0.427, -0.122], [0.426, 0.368, 0.673], [2.162, 0.297, -0.157], [-2.289, 0.666, -0.633], [0.330, -1.490, -0.739], [1.858, 0.341, 0.830], [-1.920, 1.849, -0.135], [-0.099, 1.145, 1.134], [2.230, -0.374, 1.469], [2.263, 1.333, 1.054], [1.259, -1.905, -0.539], [-0.197, -2.088, -1.367], [-3.821, -0.450, 0.253], [-2.072, 0.737, -1.719]],
  "nbo_charge": [0.476, -0.562, 0.210, 0.114, -0.794, -0.444, -0.320, 0.438, 0.223, 0.243, 0.411, 0.437, 0.355, 0.213]
}